ORCA calculation (the ωB97M-V functional and the def2-TZVPD basis) on a 3-piece molecular cluster, C16H37N3O6 overall.

- Structure (SMILES): CN(C)C(=O)CNC(=O)OC[C@H](O)CN.CCOCC.CCOCC
- Energy: -33946.0086 eV
- Energy relative to the best compared isomer or geometry (same formula, charge and spin): 0.000 eV

Atoms and positions in Å:
C1 5.52385 -0.86151 0.08920
N1 4.80848 -2.10307 0.33537
C2 5.28690 -3.20584 -0.49607
C3 3.44476 -2.10083 0.56714
O1 2.84686 -3.12613 0.81723
C4 2.66289 -0.79264 0.45871
N2 2.82981 -0.24884 -0.90458
C5 1.79151 -0.63240 -1.80800
O2 1.97989 -1.13958 -2.87480
O3 0.57310 -0.34344 -1.31751
C6 -0.52519 -1.01586 -1.92578
C7 -1.72499 -1.04764 -0.95964
O4 -1.23580 -0.96409 0.36580
C8 -2.56404 -2.29901 -1.20750
N3 -1.90292 -3.51595 -0.74760
H1 6.52509 -0.94536 0.51859
H2 5.62452 -0.65201 -0.97892
H3 5.03380 -0.02647 0.58124
H4 6.26292 -3.55462 -0.15514
H5 4.58275 -4.02878 -0.43166
H6 5.36889 -2.87645 -1.53725
H7 2.98931 -0.05402 1.19053
H8 1.62566 -1.03619 0.68652
H9 2.85964 0.76397 -0.86691
H10 -0.23174 -2.02657 -2.20983
H11 -0.82217 -0.48309 -2.83162
H12 -2.35889 -0.17778 -1.17002
H13 -1.99071 -0.90344 0.95888
H14 -2.84158 -2.30843 -2.27313
H15 -3.49594 -2.20422 -0.64297
H16 -1.03870 -3.68825 -1.24881
H17 -2.49482 -4.31536 -0.93964
C9 -4.33588 3.41266 -4.54973
C10 -4.45558 3.49970 -3.03787
O5 -3.65334 2.56110 -2.34041
C11 -2.25681 2.67312 -2.54938
C12 -1.66142 3.99623 -2.10224
H18 -4.50501 2.38906 -4.88697
H19 -5.08056 4.05899 -5.01568
H20 -3.35526 3.73175 -4.90504
H21 -5.47670 3.27169 -2.73216
H22 -4.23890 4.51877 -2.69767
H23 -2.00700 2.47724 -3.59917
H24 -1.82347 1.85878 -1.96672
H25 -1.98935 4.82654 -2.72906
H26 -0.57333 3.94918 -2.15966
H27 -1.94773 4.21308 -1.07224
C13 -1.09682 -1.02018 5.69841
C14 -0.43227 0.34637 5.71227
O6 0.87185 0.35875 5.15925
C15 0.95919 -0.02341 3.79703
C16 0.19046 0.87874 2.84699
H28 -0.44377 -1.76544 6.15414
H29 -2.02916 -0.98249 6.26348
H30 -1.33656 -1.35234 4.68732
H31 -0.30100 0.68488 6.74024
H32 -1.07093 1.08350 5.21113
H33 0.64640 -1.06532 3.66488
H34 2.02558 0.01758 3.56884
H35 -0.88906 0.79231 2.98098
H36 0.40611 0.59960 1.81581
H37 0.46717 1.92349 3.00140